No. 1
Entry from the OMol25 dataset: a gas-phase ion, C16H7F6N4O6S (charge -1) in a non-equilibrium geometry (wB97M-V/def2-TZVPD).

The frontier orbital gap comes out at 7.42 eV. The value obtained for the total energy is -62085.34983 eV. For the LUMO energy, the calculation gives 2.270 eV. As for the SMILES: N#C[C@@H](c1ccc(C(F)(F)F)cc1)[C@H]1C(S(=O)(=O)C(F)(F)F)=CC(=[N+]([O-])[O-])c2no[n+]([O-])c21. As for the HOMO energy: -5.15 eV.

Geometry as ORCA input:
```
! RIJCOSX wB97M-V def2-TZVPD def2/J DEFGRID3
* xyz -1 1
N -3.108 1.933 -2.226
C -2.317 1.132 -1.894
C -1.441 0.087 -1.383
C -0.012 0.319 -1.827
C 0.903 -0.750 -1.942
C 2.274 -0.526 -2.058
C 2.750 0.777 -2.116
C 4.220 1.035 -2.161
F 4.513 2.198 -2.811
F 4.897 0.044 -2.808
F 4.758 1.130 -0.907
C 1.868 1.846 -2.173
C 0.491 1.608 -2.099
C -1.850 -0.022 0.378
C -1.117 -1.138 1.063
S -1.538 -2.817 0.599
O -0.345 -3.541 0.380
O -2.565 -2.699 -0.456
C -2.417 -3.523 2.100
F -2.803 -4.787 1.868
F -1.578 -3.498 3.154
F -3.504 -2.777 2.388
C 0.058 -0.912 1.737
C 0.433 0.382 2.190
N 1.713 0.545 2.785
O 2.098 1.654 3.208
O 2.456 -0.465 2.883
C -0.551 1.414 2.012
N -0.481 2.734 2.413
O -1.690 3.262 2.024
N -2.524 2.283 1.316
O -3.595 2.578 0.904
C -1.700 1.158 1.267
H -1.772 -0.913 -1.717
H 0.562 -1.780 -1.801
H 2.983 -1.360 -2.044
H 2.258 2.859 -2.232
H -0.163 2.481 -2.102
H -2.935 -0.235 0.211
H 0.769 -1.717 1.875
*
```

natural (NBO) atomic charge list, values in e, 6 entries: atom 1 (N): -0.330, atom 2 (C): 0.283, atom 3 (C): -0.362, atom 4 (C): -0.024, atom 5 (C): -0.154, atom 6 (C): -0.181

---

No. 2
Entry from the OMol25 dataset: a molecular structure, C16H8BrFN6O9Pd in a non-equilibrium geometry (wB97M-V/def2-TZVPD).

The frontier orbital gap (alpha / beta) comes out at 4.17 / 4.19 eV. The value obtained for the total energy is -120323.32378 eV. For the LUMO energy (alpha / beta), the calculation gives -5.285 / -5.262 eV. As for the HOMO energy (alpha / beta): -9.46 / -9.46 eV. Its energy above the lowest of the compared OMol25 structures with the same formula, charge and spin is 201.30 kJ/mol.

Geometry as ORCA input:
```
! RIJCOSX wB97M-V def2-TZVPD def2/J DEFGRID3
* xyz 0 1
Pd 1.051 -0.506 -0.047
O 0.949 -2.151 0.990
C 1.867 -2.185 1.925
O 2.725 -1.340 2.022
H 1.785 -3.049 2.596
Br 3.236 6.875 -0.252
C 2.220 5.510 -1.060
C 1.449 5.796 -2.181
N 0.708 4.886 -2.805
C 0.712 3.648 -2.323
C 1.452 3.279 -1.206
C 2.230 4.228 -0.553
C 1.426 1.893 -0.716
O 0.751 0.999 -1.327
O 2.069 1.535 0.296
H 1.435 6.800 -2.587
H 0.105 2.916 -2.840
H 2.817 3.957 0.315
O 2.659 -1.156 -1.220
N 3.625 -1.748 -0.692
C 4.633 -1.296 -0.054
C 4.832 0.124 0.120
N 5.008 1.249 0.257
C 5.578 -2.233 0.466
N 6.344 -2.969 0.897
F -5.201 -3.863 -1.683
C -4.772 -3.339 -0.533
C -4.137 -2.168 -0.500
N -3.700 -1.608 0.685
C -2.962 -0.357 0.673
C -1.535 -0.567 0.194
O -0.653 0.037 0.887
O -1.273 -1.257 -0.792
C -3.854 -2.255 1.898
O -3.440 -1.807 2.945
N -4.528 -3.457 1.815
C -5.024 -4.105 0.685
O -5.588 -5.168 0.755
H -3.929 -1.612 -1.403
H -2.964 0.061 1.673
H -3.447 0.338 -0.015
H -4.657 -3.939 2.694
*
```

natural (NBO) atomic charge list, values in e, 6 entries: atom 1 (Pd): 1.499, atom 2 (O): -0.631, atom 3 (C): 0.636, atom 4 (O): -0.631, atom 5 (H): 0.134, atom 6 (Br): 0.099

---

No. 3
Entry from the OMol25 dataset: a molecular structure, C16H8Cl4F5LiO3S in a non-equilibrium geometry (wB97M-V/def2-TZVPD).

The frontier orbital gap comes out at 4.16 eV. The value obtained for the total energy is -97582.51405 eV. For the LUMO energy, the calculation gives 4.055 eV. As for the HOMO energy: -0.11 eV. Its energy above the lowest of the compared OMol25 structures with the same formula, charge and spin is 51.53 kJ/mol.

Geometry as ORCA input:
```
! RIJCOSX wB97M-V def2-TZVPD def2/J DEFGRID3
* xyz -2 1
Li 0.245 -0.158 0.448
Cl 0.263 -6.874 -1.276
C 0.215 -5.129 -1.207
C -0.392 -4.443 -2.256
C -0.403 -3.073 -2.214
Cl -1.135 -2.214 -3.520
C 0.135 -2.292 -1.142
O 0.052 -1.046 -1.135
C 0.774 -3.065 -0.105
C 1.416 -2.423 0.987
O 1.663 -1.224 1.135
C 0.785 -4.469 -0.155
H -0.843 -4.980 -3.077
H 1.771 -3.132 1.771
H 1.262 -5.016 0.647
Cl 4.771 2.170 -1.969
C 3.874 0.827 -2.670
Cl 2.311 0.543 -1.807
H 4.502 -0.056 -2.576
H 3.683 1.084 -3.711
F -7.110 -0.740 4.768
C -6.051 -0.958 3.933
C -4.798 -1.298 4.438
F -4.648 -1.422 5.784
C -3.736 -1.519 3.592
F -2.550 -1.854 4.150
C -3.837 -1.443 2.175
S -2.551 -1.792 1.155
C -5.137 -1.101 1.709
F -5.370 -1.018 0.379
C -6.201 -0.867 2.551
F -7.426 -0.555 2.049
C 1.864 2.461 1.153
C 0.450 1.856 0.978
O -0.475 2.585 1.331
H 1.885 3.180 1.979
H 2.110 2.987 0.229
H 2.597 1.676 1.313
*
```

natural (NBO) atomic charge list, values in e, 6 entries: atom 1 (Li): 0.772, atom 2 (Cl): -0.068, atom 3 (C): -0.124, atom 4 (C): -0.211, atom 5 (C): -0.136, atom 6 (Cl): -0.013

---

No. 4
Entry from the OMol25 dataset: a molecular structure, C16H9Cl2F3NO4S2 in a non-equilibrium geometry (wB97M-V/def2-TZVPD).

The frontier orbital gap comes out at 3.46 eV. The value obtained for the total energy is -81282.65360 eV. For the LUMO energy, the calculation gives -0.531 eV. As for the HOMO energy: -3.99 eV. Its energy above the lowest of the compared OMol25 structures with the same formula, charge and spin is 374.29 kJ/mol.

Geometry as ORCA input:
```
! RIJCOSX wB97M-V def2-TZVPD def2/J DEFGRID3
* xyz -1 1
Cl -1.785 -5.123 -4.348
C -1.366 -4.334 -2.883
C -0.762 -3.068 -2.932
C -0.498 -2.395 -1.729
C -0.865 -2.982 -0.520
S -0.884 -1.998 1.023
C 1.796 -1.519 2.079
Cl 1.082 -3.105 2.794
O -1.222 -0.624 0.637
O -1.755 -2.685 1.962
C -1.366 -4.272 -0.481
C -1.630 -4.954 -1.661
H -0.507 -2.615 -3.896
H -0.017 -1.423 -1.746
H 1.534 -1.314 1.027
H -1.539 -4.750 0.474
H -2.078 -5.952 -1.642
F 4.821 -0.420 0.534
C 4.651 -1.706 0.896
F 4.380 -2.430 -0.207
F 5.823 -2.144 1.419
S 3.409 -2.127 2.220
N 4.981 2.346 3.809
C 4.868 1.082 4.475
O 5.710 0.402 4.992
C 3.469 0.607 4.207
C 3.001 1.270 3.098
C 1.806 0.960 2.546
C 1.170 -0.326 2.963
C 1.441 -0.626 4.394
C 2.610 -0.225 4.932
C 4.112 2.207 2.667
O 4.273 2.602 1.546
H 1.267 1.758 2.051
H 0.116 -0.290 2.714
H 0.703 -1.207 4.934
H 2.843 -0.428 5.964
*
```

natural (NBO) atomic charge list, values in e, 6 entries: atom 1 (Cl): -0.014, atom 2 (C): -0.071, atom 3 (C): -0.227, atom 4 (C): -0.199, atom 5 (C): -0.277, atom 6 (S): 1.526

---

Copy entry 3 word for word.
Entry from the OMol25 dataset: a molecular structure, C16H8Cl4F5LiO3S in a non-equilibrium geometry (wB97M-V/def2-TZVPD).

The frontier orbital gap comes out at 4.16 eV. The value obtained for the total energy is -97582.51405 eV. For the LUMO energy, the calculation gives 4.055 eV. As for the HOMO energy: -0.11 eV. Its energy above the lowest of the compared OMol25 structures with the same formula, charge and spin is 51.53 kJ/mol.

Geometry as ORCA input:
```
! RIJCOSX wB97M-V def2-TZVPD def2/J DEFGRID3
* xyz -2 1
Li 0.245 -0.158 0.448
Cl 0.263 -6.874 -1.276
C 0.215 -5.129 -1.207
C -0.392 -4.443 -2.256
C -0.403 -3.073 -2.214
Cl -1.135 -2.214 -3.520
C 0.135 -2.292 -1.142
O 0.052 -1.046 -1.135
C 0.774 -3.065 -0.105
C 1.416 -2.423 0.987
O 1.663 -1.224 1.135
C 0.785 -4.469 -0.155
H -0.843 -4.980 -3.077
H 1.771 -3.132 1.771
H 1.262 -5.016 0.647
Cl 4.771 2.170 -1.969
C 3.874 0.827 -2.670
Cl 2.311 0.543 -1.807
H 4.502 -0.056 -2.576
H 3.683 1.084 -3.711
F -7.110 -0.740 4.768
C -6.051 -0.958 3.933
C -4.798 -1.298 4.438
F -4.648 -1.422 5.784
C -3.736 -1.519 3.592
F -2.550 -1.854 4.150
C -3.837 -1.443 2.175
S -2.551 -1.792 1.155
C -5.137 -1.101 1.709
F -5.370 -1.018 0.379
C -6.201 -0.867 2.551
F -7.426 -0.555 2.049
C 1.864 2.461 1.153
C 0.450 1.856 0.978
O -0.475 2.585 1.331
H 1.885 3.180 1.979
H 2.110 2.987 0.229
H 2.597 1.676 1.313
*
```

natural (NBO) atomic charge list, values in e, 6 entries: atom 1 (Li): 0.772, atom 2 (Cl): -0.068, atom 3 (C): -0.124, atom 4 (C): -0.211, atom 5 (C): -0.136, atom 6 (Cl): -0.013